The following is a quantum chemistry calculation of a structure of composition C5H11NO2PS, from the Open Molecules 2025 dataset.

Each line ends with the natural charge from an NBO analysis.
Geometry (Å):
1 C 2.13229 0.27626 -1.36512  0.224
2 C 2.29135 0.53698 0.12717  0.006
3 C 3.63897 -0.04178 0.78566  -0.618
4 C -3.13441 0.04563 0.42810  -0.655
5 C -2.40398 0.26246 -0.88578  -0.068
6 N 1.08149 -0.32011 -1.74226  -0.776
7 O 1.10405 0.00484 0.76130  -0.751
8 O -1.02449 0.45150 -0.70102  -0.793
9 P 0.09479 -0.54861 -0.45996  2.053
10 S -0.49007 -2.31107 0.23404  -0.118
11 H 2.81816 0.67062 -2.09287  0.232
12 H 2.19059 1.68025 0.25043  0.239
13 H 3.86004 -1.00754 0.37774  0.225
14 H 3.41682 -0.18640 1.83755  0.248
15 H 4.36813 0.72756 0.80398  0.246
16 H -2.38028 -0.36566 1.17236  0.205
17 H -3.39104 1.07436 0.78876  0.239
18 H -4.02551 -0.67184 0.46818  0.259
19 H -2.76765 1.18367 -1.39939  0.232
20 H -2.41828 -0.65412 -1.42073  0.187
21 H 0.67821 -2.79185 -0.11498  0.183

Results
Orbital gap ... 0.41267 Eh
Calculated total energy ... -31066.1025 eV
Energy relative to the best compared isomer or geometry (same formula, charge and spin) ... 0.000 eV
Highest occupied orbital energy ... -15.10 eV
Lowest unoccupied orbital energy ... -0.142 hartree
Net charge ... +1
Molecular weight ... 180.19 g/mol

The following is a quantum chemistry calculation of a structure of composition C10H19N3O4, from the Open Molecules 2025 dataset.

Each line ends with the natural charge from an NBO analysis.
Geometry (Å):
1 C 1.34328 -2.55126 0.59807  -0.193
2 C 0.22989 -1.60116 0.39620  0.657
3 C 1.50436 -3.11486 -0.83990  -0.553
4 C 2.57803 -2.28349 -1.76852  0.717
5 C -0.45427 0.65464 -0.26652  -0.158
6 C -0.11801 1.36611 -1.58102  0.803
7 C -0.50766 1.48386 0.96980  -0.412
8 C -1.32681 2.75012 0.89217  -0.266
9 C -2.76132 2.41104 1.21167  -0.613
10 C -1.21112 3.91063 2.01979  -0.619
11 H 0.54218 -2.77758 2.48346  0.381
12 H 0.29221 -4.41333 0.71650  0.319
13 H 2.27470 -1.85977 0.84088  0.226
14 H 1.96293 -4.13502 -0.72016  0.233
15 H 0.61647 -3.34687 -1.53681  0.258
16 H 2.26323 -3.94116 -2.87766  0.386
17 H 3.11195 -2.60855 -3.70078  0.387
18 H 1.19904 -0.13821 -0.64450  0.433
19 H -1.49690 0.44379 -0.41441  0.217
20 H 0.55033 1.74177 1.07831  0.220
21 H -0.87035 0.75438 1.88843  0.231
22 H -1.02352 3.17305 -0.24478  0.220
23 H -2.94955 2.25834 2.34830  0.243
24 H -3.55109 3.31546 0.55262  0.225
25 H -2.66128 1.29557 0.51384  0.178
26 H -2.24108 4.44748 1.89636  0.227
27 H -0.95029 3.27549 2.94549  0.211
28 H -0.33268 4.57842 1.90716  0.213
29 H -2.02075 1.66514 -2.00269  0.479
30 N 1.19000 -3.53592 1.58066  -0.721
31 N 2.31364 -2.81744 -3.09936  -0.838
32 N 0.44520 -0.40606 -0.10252  -0.615
33 O -0.96220 -1.98774 0.69253  -0.670
34 O 3.23753 -1.34232 -1.36593  -0.572
35 O 0.98215 1.29549 -2.00444  -0.532
36 O -1.19824 2.03997 -2.36224  -0.701

Results
Orbital gap ... 0.36668 Eh
Calculated total energy ... -23330.4016 eV
Energy relative to the best compared isomer or geometry (same formula, charge and spin) ... 10.343 eV
Highest occupied orbital energy ... -9.73 eV
Lowest unoccupied orbital energy ... 0.009 hartree
Molecular weight ... 245.28 g/mol

The following is a quantum chemistry calculation of a structure of composition C3H4N2O2, from the Open Molecules 2025 dataset.

Each line ends with the natural charge from an NBO analysis.
Geometry (Å):
1 C -0.03256 1.23190 0.04355  -0.359
2 N -0.04208 -0.00939 -0.60864  -0.267
3 C 0.02108 -1.54970 0.85774  0.651
4 O 1.32711 -1.21285 0.16205  -0.631
5 C -0.82908 1.69828 -1.11893  0.284
6 O -0.30817 -1.16515 1.94021  -0.548
7 N -1.42479 2.08392 -2.02659  -0.237
8 H 1.41094 -1.68989 -0.67872  0.507
9 H -0.40211 -2.43065 0.35418  0.138
10 H 0.90786 1.80025 0.10522  0.243
11 H -0.62819 1.24327 0.96993  0.217

Results
Orbital gap (alpha / beta) ... 0.30973 / 0.30972 Eh
Calculated total energy ... -10245.2808 eV
Energy relative to the best compared isomer or geometry (same formula, charge and spin) ... 6.984 eV
Highest occupied orbital energy (alpha / beta) ... -9.65 / -9.65 eV
Lowest unoccupied orbital energy (alpha / beta) ... -0.045 / -0.045 hartree
Molecular weight ... 100.08 g/mol

The following is a quantum chemistry calculation of a structure of composition C32H43Br2KN5O3, from the Open Molecules 2025 dataset.

Each line ends with the Mulliken charge.
Geometry (Å):
1 K 0.36188 0.20633 1.15260  0.785
2 C -1.75909 2.90239 2.87065  -0.732
3 C -1.38642 2.65434 4.13125  -0.904
4 C -1.58654 1.19147 4.44110  0.465
5 C -2.10385 0.64677 3.13764  -0.651
6 C -2.21036 1.64632 2.25294  -0.538
7 H -1.72203 3.85396 2.35913  0.459
8 H -0.98981 3.36518 4.84205  0.431
9 H -2.37046 1.08247 5.20089  0.444
10 H -2.29599 -0.40975 2.99277  0.588
11 H -2.54059 1.54724 1.23124  0.450
12 C 5.28804 -1.02144 0.15873  -1.078
13 N 4.28452 -2.05863 0.31864  0.091
14 C 4.36475 -3.14770 -0.63748  -0.915
15 C 3.16040 -1.77386 1.02558  0.462
16 O 3.01710 -0.71935 1.62851  -0.612
17 C 2.01793 -2.78640 0.97698  -0.757
18 O 1.46437 -2.59018 -0.31775  0.017
19 C 0.34041 -3.37902 -0.61381  -1.334
20 C -0.89663 -2.94609 0.16529  0.272
21 O -0.84374 -1.99619 0.92549  -0.076
22 N -2.01571 -3.67812 -0.00781  0.337
23 C -2.14014 -4.63898 -1.08570  -0.999
24 C -3.17255 -3.36519 0.82102  -0.924
25 H 6.28097 -1.44656 0.31759  0.332
26 H 5.10104 -0.23200 0.87846  0.297
27 H 5.23926 -0.59399 -0.84691  0.363
28 H 5.41413 -3.41242 -0.76978  0.343
29 H 3.94681 -2.86092 -1.60574  0.257
30 H 3.83680 -4.02712 -0.28085  0.301
31 H 1.30659 -2.55542 1.77488  0.340
32 H 2.34497 -3.82556 1.10079  0.508
33 H 0.54678 -4.44211 -0.42553  0.502
34 H 0.14745 -3.23661 -1.67733  0.305
35 H -1.82877 -4.21424 -2.04237  0.313
36 H -3.18794 -4.91509 -1.17971  0.417
37 H -1.56677 -5.55128 -0.89592  0.265
38 H -2.82499 -3.02003 1.79475  0.123
39 H -3.75518 -4.27523 0.96147  0.435
40 H -3.80481 -2.60314 0.35304  0.255
41 Br 2.06990 0.52567 -1.72678  -0.134
42 C 1.98251 2.43006 -1.79935  0.629
43 C 3.09408 3.07041 -2.26296  -0.726
44 C 3.08336 4.47573 -2.38139  -0.579
45 C 1.95723 5.16977 -2.05657  -0.834
46 C 0.79487 4.50556 -1.58824  0.890
47 C -0.37952 5.24219 -1.30694  -0.946
48 C -1.49644 4.57977 -0.89297  -1.224
49 C -1.46729 3.17788 -0.70218  -1.038
50 C -0.36902 2.36123 -0.90917  0.597
51 C 0.77380 3.08619 -1.40902  0.266
52 H 3.97019 2.50107 -2.54169  0.411
53 H 3.96676 4.98849 -2.74194  0.368
54 H 1.92706 6.24940 -2.16128  0.324
55 H -0.37290 6.31863 -1.44102  0.302
56 H -2.41144 5.13133 -0.69568  0.367
57 H -2.40757 2.74298 -0.36854  0.455
58 Br -1.25762 -3.11803 4.14517  -0.841
59 C -0.34594 0.48876 4.94036  0.380
60 C -0.32230 -0.10800 6.19295  -0.674
61 C 0.82499 -0.75528 6.60996  -0.315
62 C 1.91841 -0.77507 5.76411  -0.789
63 C 1.80497 -0.15635 4.52950  -0.244
64 N 0.70196 0.46425 4.11434  -0.013
65 H -1.21265 -0.10041 6.80684  0.321
66 H 0.85408 -1.25719 7.56868  0.373
67 H 2.83509 -1.28188 6.03388  0.387
68 H 2.62791 -0.17398 3.82630  0.523
69 C -2.60117 -0.01274 -5.46078  -1.927
70 C -2.11784 0.37372 -4.06570  1.754
71 C -0.91414 1.31438 -4.18172  -1.092
72 C -3.24096 1.04884 -3.28889  -1.569
73 N -1.76737 -0.89459 -3.39907  -0.674
74 N -1.34651 -0.81908 -2.04211  0.441
75 H -2.83925 0.87864 -6.04448  0.387
76 H -3.48799 -0.64515 -5.39826  0.405
77 H -1.82377 -0.56497 -5.99722  0.411
78 H -1.20024 2.24586 -4.67733  0.403
79 H -0.11996 0.84401 -4.76938  0.344
80 H -0.51685 1.57371 -3.19958  -0.004
81 H -3.59464 1.92881 -3.82937  0.486
82 H -2.88625 1.37928 -2.31318  -0.041
83 H -4.07608 0.35682 -3.15543  0.418
84 H -0.99690 -1.30687 -3.91370  0.314
85 H -2.16065 -0.93626 -1.45083  0.184
86 H -0.91578 0.07855 -1.78617  -0.113

Results
Orbital gap ... 0.23898 Eh
Calculated total energy ... -203886.6015 eV
Highest occupied orbital energy ... -4.38 eV
Lowest unoccupied orbital energy ... 0.078 hartree
Net charge ... -1
Molecular weight ... 744.63 g/mol